# 1
106
Properties=species:S:1:pos:R:3:forces:R:3 method="wB97M-V/def2-TZVPD" gap_ev=9.38 e_lumo_ev=-0.408
C -2.323 -1.583 -0.710 -0.1 0.2 -0.3
C -2.352 -1.009 -2.126 0.2 0.2 0.4
O -2.242 0.416 -2.070 -0.2 -0.2 -0.2
C -3.665 -1.337 -2.807 -0.2 0.4 0.1
O -3.666 -1.258 -4.246 0.2 -0.4 0.4
P -2.839 -2.219 -5.179 0.3 0.6 -1.4
O -3.408 -2.391 -6.509 -0.2 0.1 0.3
O -2.601 -3.597 -4.401 0.0 0.3 0.4
P -3.891 -4.641 -4.124 -0.7 -0.4 0.1
O -3.335 -6.001 -4.759 0.2 0.2 -0.2
O -3.562 -4.884 -2.537 0.0 0.2 0.0
O -1.368 -1.553 -5.230 -0.2 -0.8 0.5
P -0.011 -2.531 -5.036 0.1 -0.2 0.2
O 0.972 -1.420 -4.375 0.0 0.2 -0.1
O 0.507 -2.604 -6.561 0.0 0.1 -0.2
H -3.168 -1.200 -0.138 0.0 0.0 0.1
H -1.394 -1.273 -0.229 0.0 -0.1 0.1
H -2.362 -2.673 -0.715 0.0 0.0 0.0
H -1.486 -1.404 -2.665 -0.1 -0.1 -0.2
H -1.523 0.627 -1.471 0.2 0.1 0.1
H -4.056 -2.293 -2.460 0.2 -0.2 -0.3
H -4.407 -0.601 -2.495 0.2 0.1 0.0
H -2.415 -6.181 -4.517 0.1 -0.3 0.0
H -2.774 -4.402 -2.268 0.2 0.0 0.1
H 0.828 -0.514 -4.683 0.0 0.0 0.0
H 1.259 -2.036 -6.766 0.0 0.1 -0.1
C 4.034 -5.165 -6.504 0.0 -0.1 0.0
Br 2.734 -5.630 -7.839 0.0 0.0 0.0
Br 5.641 -4.460 -7.286 0.0 0.0 0.0
Br 3.296 -3.971 -5.190 0.1 0.0 0.1
H 4.295 -6.070 -5.974 0.0 0.0 -0.1
C -2.365 -8.246 -1.123 -0.1 0.0 0.0
Br -4.018 -8.678 -1.990 0.0 0.1 0.0
Br -1.785 -9.665 0.037 0.0 0.0 0.0
Br -0.985 -7.766 -2.382 0.1 0.0 -0.1
H -2.538 -7.377 -0.507 0.0 0.0 0.0
C -1.375 3.847 -1.707 -0.1 0.1 -0.2
Br -1.527 5.678 -1.116 0.2 -0.1 -0.1
Br -0.900 3.742 -3.561 0.0 0.0 0.0
Br -0.147 2.861 -0.599 0.1 -0.1 0.1
H -2.344 3.376 -1.600 0.0 0.0 0.0
C 2.311 -2.609 0.307 0.2 0.0 0.1
Br 1.248 -3.136 1.815 -0.1 0.0 0.0
Br 2.158 -3.820 -1.171 -0.1 0.0 -0.1
Br 1.947 -0.792 -0.214 -0.1 0.1 -0.1
H 3.345 -2.627 0.619 0.0 0.0 0.0
C -6.094 2.123 -3.545 0.1 0.0 -0.1
Br -4.719 2.031 -4.881 0.0 0.0 0.0
Br -6.887 0.405 -3.206 -0.2 -0.1 -0.1
Br -5.441 2.881 -1.904 0.0 0.1 -0.1
H -6.873 2.768 -3.922 0.0 0.0 0.0
C -3.394 -12.394 -4.251 0.0 0.0 0.0
Br -4.822 -12.133 -5.511 0.0 0.0 0.0
Br -2.034 -11.047 -4.437 0.0 0.0 0.0
Br -4.055 -12.504 -2.447 0.0 0.0 0.0
H -2.935 -13.344 -4.478 0.0 0.0 0.0
C 1.154 5.274 2.224 0.0 0.1 0.0
Br -0.155 4.982 3.603 0.0 0.0 0.0
Br 1.344 7.137 1.796 -0.1 0.0 0.0
Br 2.852 4.499 2.688 0.0 -0.1 0.0
H 0.797 4.772 1.336 0.0 0.0 0.0
C -0.061 -3.436 5.952 0.1 0.0 0.0
Br 1.491 -4.451 6.453 0.0 0.0 0.0
Br 0.377 -1.595 5.607 0.0 0.0 0.0
Br -0.965 -4.230 4.451 0.0 0.0 0.0
H -0.745 -3.456 6.786 0.0 0.0 0.0
C 5.402 -9.117 -5.452 0.0 0.0 -0.1
Br 4.063 -9.548 -6.759 0.0 0.0 0.0
Br 6.997 -8.429 -6.270 0.0 0.0 0.0
Br 4.713 -7.893 -4.133 0.0 0.0 0.2
H 5.664 -10.029 -4.937 0.0 0.0 0.0
C 5.074 0.973 4.159 0.0 0.0 0.0
Br 6.486 -0.185 4.755 0.0 0.0 0.0
Br 5.679 2.786 3.958 0.1 -0.1 0.0
Br 4.244 0.339 2.545 -0.1 0.0 -0.1
H 4.314 0.972 4.927 0.0 0.0 0.0
C 6.242 6.138 6.679 -0.1 0.0 0.1
Br 4.858 5.876 5.374 0.0 0.3 0.0
Br 6.316 4.690 7.939 0.0 0.0 0.0
Br 7.947 6.438 5.839 0.1 -0.1 0.0
H 5.997 7.033 7.232 0.0 0.0 0.0
C 2.288 3.160 8.455 0.0 0.0 0.0
Br 2.060 4.968 9.067 0.0 0.0 0.0
Br 2.898 3.120 6.634 -0.1 -0.1 -0.1
Br 3.456 2.161 9.611 0.0 0.0 0.0
H 1.320 2.684 8.487 0.0 0.0 0.0
C -5.029 3.753 2.198 0.1 0.0 0.1
Br -3.949 4.282 0.690 -0.1 0.1 0.4
Br -6.769 3.121 1.684 0.0 0.0 -0.1
Br -4.106 2.473 3.295 0.0 0.0 0.0
H -5.182 4.641 2.795 0.0 0.0 0.0
C 2.176 11.534 2.626 0.0 0.0 0.0
Br 2.627 10.270 4.002 0.0 0.0 0.0
Br 1.445 10.657 1.076 0.0 0.0 0.0
Br 1.000 12.907 3.277 0.0 0.0 0.0
H 3.092 12.014 2.317 0.0 0.0 0.0
C 9.752 9.761 5.049 0.0 0.0 0.0
Br 11.530 10.103 4.405 0.0 0.0 0.0
Br 9.486 10.478 6.813 0.0 0.0 0.0
Br 8.418 10.393 3.818 0.0 0.0 0.0
H 9.637 8.690 5.120 0.0 0.0 0.0
C -9.308 5.796 3.081 0.0 0.0 0.0
Br -10.441 6.199 1.583 0.0 0.0 0.0
Br -7.742 6.912 3.099 0.1 0.0 0.0
Br -10.263 5.894 4.745 0.0 0.0 0.0
H -8.967 4.778 2.962 0.0 0.0 0.0

=====

# 2
58
Properties=species:S:1:pos:R:3:forces:R:3 method="wB97M-V/def2-TZVPD" gap_ev=9.37 e_lumo_ev=-2.890 e_above_lowest_kj_mol=0.00 total_charge=+1
Cl -2.764 -1.822 -0.210 0.0 0.1 -0.1
C -1.768 -0.827 -1.149 -0.1 0.2 -0.4
C -1.954 0.449 -1.605 -0.3 -0.9 0.2
N -0.818 0.752 -2.297 -0.7 -1.0 -2.8
Br -0.430 2.333 -3.123 -0.1 0.1 0.1
C 0.033 -0.291 -2.308 -1.4 0.7 -0.7
N -0.561 -1.265 -1.631 0.3 -0.4 -0.5
H -2.816 1.077 -1.450 0.3 0.3 -0.1
H 0.980 -0.320 -2.821 0.0 -0.2 0.1
H -0.141 -2.177 -1.503 -0.1 0.0 0.1
C -5.262 3.201 1.102 0.1 0.0 -0.1
C -4.146 3.213 0.161 -0.1 0.1 0.1
N -3.268 3.223 -0.579 0.0 -0.1 -0.1
H -6.021 3.911 0.783 0.0 0.0 0.0
H -5.703 2.207 1.144 0.0 0.0 0.0
H -4.912 3.475 2.095 0.0 0.0 0.0
C 4.388 -0.438 -4.005 0.0 -0.1 0.0
C 3.272 -1.348 -3.764 0.2 0.0 0.0
N 2.396 -2.065 -3.568 -0.2 0.1 0.1
H 4.014 0.553 -4.256 0.0 0.0 0.0
H 5.004 -0.371 -3.111 0.0 0.0 0.0
H 4.993 -0.810 -4.830 0.0 0.0 0.0
C 1.705 1.057 1.772 -0.2 0.0 0.1
C 0.861 0.856 0.599 0.4 0.3 0.5
N 0.216 0.753 -0.344 1.7 0.7 3.5
H 2.756 0.996 1.498 0.0 -0.1 0.1
H 1.506 2.039 2.201 0.0 0.0 0.0
H 1.492 0.294 2.518 0.1 0.0 0.0
C 2.714 -2.530 0.772 -0.4 0.1 0.1
C 3.300 -1.885 1.941 0.0 -0.2 -0.1
N 3.751 -1.371 2.862 0.0 0.1 0.0
H 2.999 -1.990 -0.127 0.1 -0.1 0.0
H 3.069 -3.555 0.694 0.0 0.0 0.0
H 1.627 -2.535 0.865 0.0 -0.1 0.2
C -2.398 -3.175 3.997 0.0 0.0 -0.1
C -1.409 -3.013 2.934 -0.1 0.0 0.2
N -0.632 -2.890 2.101 0.1 0.1 -0.1
H -3.255 -2.532 3.805 0.0 0.0 0.0
H -2.730 -4.210 4.037 0.0 0.0 0.0
H -1.956 -2.904 4.954 0.0 0.0 0.0
C -9.409 4.260 2.098 0.1 -0.1 0.0
C -8.620 3.060 2.368 -0.1 0.1 0.0
N -8.008 2.114 2.585 0.1 0.0 0.0
H -8.869 5.142 2.438 0.0 0.0 0.0
H -9.598 4.346 1.030 0.0 0.0 0.0
H -10.360 4.201 2.624 0.0 0.0 0.0
C 6.086 -4.707 -0.946 0.0 0.1 0.0
C 5.415 -3.427 -1.152 0.1 -0.1 0.0
N 4.889 -2.421 -1.314 0.2 0.1 -0.1
H 6.395 -4.798 0.094 0.0 0.0 0.0
H 5.409 -5.523 -1.191 0.0 0.0 0.0
H 6.965 -4.769 -1.586 0.0 0.0 0.0
C 3.229 2.690 -0.747 0.1 0.2 -0.1
C 4.292 2.720 -1.748 0.0 0.0 0.2
N 5.129 2.735 -2.532 0.0 -0.1 -0.1
H 2.451 3.398 -1.031 -0.1 0.0 0.1
H 2.804 1.692 -0.692 0.0 0.0 -0.1
H 3.622 2.962 0.231 0.1 0.0 0.0

=====

# 3
59
Properties=species:S:1:pos:R:3:forces:R:3 method="wB97M-V/def2-TZVPD" gap_ev=8.13 e_lumo_ev=-0.888 e_above_lowest_kj_mol=1219.11
C 2.920 -0.306 1.296 -0.6 0.1 -1.0
C 2.839 0.827 0.073 0.4 -0.4 0.7
C 1.440 1.676 0.190 1.4 -0.2 0.1
O 0.236 0.896 -0.244 0.0 2.7 1.8
C -0.890 1.776 0.213 0.5 0.5 -1.4
C -2.346 1.282 -0.435 0.7 -0.8 -0.2
C -1.994 -0.182 -1.166 2.0 -6.8 -4.6
N -1.663 -1.277 -1.793 -3.1 10.1 5.8
C -2.879 2.424 -1.475 2.4 1.2 -4.2
I -4.773 3.582 -1.243 1.5 -1.5 0.5
C -2.089 2.829 -2.706 -1.3 -1.8 3.5
C -0.636 2.204 -3.129 0.3 0.9 -0.4
I -2.867 4.416 -4.071 1.0 -1.5 1.1
C -3.366 0.900 0.790 -1.9 0.3 1.0
C -3.616 2.083 1.894 -1.9 6.3 5.1
N -3.870 3.025 2.763 2.4 -8.8 -8.0
C -4.811 0.276 0.332 -2.9 -0.6 -6.4
O -5.194 0.014 -0.935 3.3 1.7 8.4
N -5.889 -0.007 1.400 0.1 3.8 -0.8
C -6.994 1.034 1.159 -5.9 0.1 -5.4
O -7.884 0.946 0.134 7.0 0.6 7.8
F -7.220 2.216 2.071 1.5 -4.1 -2.2
P -2.479 -0.537 1.764 1.4 -0.7 0.5
C -2.785 -0.334 3.652 -1.1 -0.6 0.8
C -3.228 -2.236 1.315 -1.0 -1.5 0.4
C -2.029 -3.400 1.374 0.2 0.7 -0.8
H 2.828 0.249 2.341 0.1 -1.3 -2.2
H 3.921 -0.925 1.253 -2.0 1.3 0.1
H 2.001 -1.035 1.096 2.0 1.5 0.8
H 2.982 0.350 -0.996 -0.5 0.8 2.2
H 3.778 1.531 0.238 -2.2 -1.1 -0.4
H 1.563 2.642 -0.474 -0.5 -1.7 1.3
H 1.305 1.969 1.324 0.3 -0.4 -2.2
H -0.681 2.831 -0.296 -0.6 -2.0 1.5
H -0.894 1.844 1.378 -0.2 -0.2 -2.1
H -0.665 1.046 -3.297 -0.1 2.2 0.6
H 0.196 2.502 -2.328 -2.0 -0.8 -1.6
H -0.273 2.701 -4.144 -1.0 -1.0 2.2
H -5.492 0.074 2.361 -0.4 0.3 -0.9
H -2.285 0.627 4.095 -1.2 -1.8 -1.0
H -2.309 -1.275 4.202 -0.9 1.9 -1.4
H -3.953 -0.387 3.870 2.4 0.3 0.0
H -3.687 -2.311 0.239 0.7 0.6 2.2
H -4.051 -2.480 2.139 1.5 0.4 -1.9
H -1.067 -2.896 1.836 -1.9 -1.4 -0.8
H -2.363 -4.369 1.944 0.7 2.1 -1.0
H -1.779 -3.697 0.248 -0.4 0.7 2.6
C 5.744 -3.804 -2.441 -0.1 -0.4 -0.3
O 5.813 -2.695 -1.547 0.8 0.8 0.1
C 6.922 -1.928 -1.693 0.4 -0.1 -0.4
O 7.821 -2.113 -2.498 -1.3 0.3 1.2
O 6.858 -0.919 -0.788 -0.2 -0.8 -0.6
C 7.968 -0.024 -0.826 0.4 0.3 0.0
H 4.818 -4.347 -2.236 0.1 0.3 0.2
H 5.719 -3.461 -3.481 0.2 -0.1 0.2
H 6.586 -4.485 -2.278 -0.1 0.2 -0.1
H 8.032 0.470 -1.801 0.1 -0.2 0.1
H 8.899 -0.554 -0.598 -0.2 0.1 -0.2
H 7.812 0.742 -0.062 -0.2 -0.3 -0.1

=====

# 4
52
Properties=species:S:1:pos:R:3:forces:R:3 method="wB97M-V/def2-TZVPD" gap_ev=8.92 e_lumo_ev=0.839 smiles=CN(CCCN1CCOCC1)Cc1cn(C)nc1-c1ccccc1F e_above_lowest_kj_mol=152.94
C -0.457 -2.942 -2.183 -0.1 0.1 0.0
N -0.897 -2.105 -1.089 -0.1 -0.2 -0.1
C 0.144 -1.239 -0.569 0.2 0.1 -0.1
C 0.799 -0.276 -1.573 0.0 0.0 0.3
C 1.664 0.757 -0.856 -0.1 -0.1 -0.2
N 2.628 0.146 0.042 0.1 0.1 0.0
C 3.135 1.085 1.026 0.2 -0.2 0.2
C 4.041 0.339 2.006 -0.3 0.3 0.1
O 5.117 -0.281 1.343 0.2 0.1 0.0
C 4.640 -1.173 0.365 -0.1 -0.1 -0.4
C 3.747 -0.465 -0.653 0.1 -0.2 0.3
H 3.372 -1.196 -1.370 0.0 0.0 -0.1
H 4.344 0.291 -1.196 -0.1 0.0 0.0
H 5.522 -1.596 -0.121 -0.1 0.0 0.0
H 4.064 -1.978 0.846 0.1 0.0 -0.1
H 4.481 1.028 2.729 -0.1 0.0 0.0
H 3.443 -0.418 2.535 0.0 0.1 0.0
H 2.292 1.520 1.568 0.0 0.0 0.0
H 3.711 1.901 0.551 0.0 0.0 0.0
H 1.012 1.389 -0.249 0.0 0.0 -0.1
H 2.161 1.405 -1.602 0.0 0.0 0.1
H 0.031 0.264 -2.129 0.0 0.0 -0.1
H 1.396 -0.839 -2.293 0.0 0.0 -0.1
H -0.288 -0.657 0.246 0.1 0.0 0.1
H 0.921 -1.878 -0.141 0.0 0.1 0.1
C -2.145 -1.412 -1.400 0.1 -0.1 0.1
C -2.805 -0.935 -0.148 -0.2 0.1 0.1
C -3.584 -1.710 0.686 0.2 0.3 -0.2
N -3.915 -0.956 1.752 0.3 -0.2 -0.5
N -3.393 0.257 1.672 0.1 0.7 0.3
C -2.719 0.307 0.526 -0.5 -0.6 0.0
C -1.997 1.530 0.180 0.1 0.2 -0.2
C -2.040 2.119 -1.080 0.0 0.0 0.1
C -1.341 3.273 -1.381 0.0 -0.1 -0.1
C -0.583 3.881 -0.397 0.0 0.0 0.0
C -0.545 3.336 0.876 0.0 0.1 0.1
C -1.243 2.177 1.158 0.0 0.1 -0.1
H -1.220 1.747 2.147 0.0 -0.1 0.1
H 0.035 3.816 1.651 0.0 0.0 0.1
H -0.033 4.782 -0.623 0.0 0.1 0.0
H -1.410 3.685 -2.376 0.0 0.0 -0.1
F -2.810 1.578 -2.053 0.1 0.0 0.2
C -4.728 -1.328 2.872 -0.3 -0.1 0.4
H -4.292 -2.180 3.397 0.0 0.1 0.0
H -5.736 -1.590 2.547 0.0 0.0 0.0
H -4.776 -0.474 3.544 0.0 -0.1 -0.1
H -3.911 -2.725 0.584 -0.1 -0.3 0.0
H -1.998 -0.586 -2.108 -0.1 -0.1 0.0
H -2.807 -2.142 -1.875 0.1 0.1 -0.1
H 0.486 -3.413 -1.909 0.1 -0.1 -0.1
H -0.318 -2.397 -3.128 0.1 0.0 -0.1
H -1.198 -3.725 -2.348 0.0 0.0 -0.1

=====

# 5
58
Properties=species:S:1:pos:R:3:forces:R:3 method="wB97M-V/def2-TZVPD" gap_ev="6.90 / 5.06" spin_multiplicity=5 e_lumo_ev="-0.047 / -1.594"
Ir 0.094 -0.096 -0.186 1.8 -0.4 -0.5
O -1.090 -0.815 1.747 -0.6 0.1 -1.1
S -0.606 -1.133 3.120 0.4 0.7 1.3
C -1.777 -0.201 4.236 0.2 -0.2 -0.3
C -2.184 1.133 3.631 0.0 -0.1 -0.2
C -3.338 0.976 2.636 0.2 -0.1 0.0
C -3.546 2.229 1.801 0.4 0.0 -0.4
S -2.583 2.230 0.203 -1.8 -0.3 0.3
O -1.238 1.699 0.524 1.2 -0.2 0.2
C -3.543 0.922 -0.604 0.1 0.4 0.0
C -3.149 -0.401 -0.627 0.1 -0.1 0.1
C -3.864 -1.317 -1.380 0.0 0.1 0.0
C -4.966 -0.903 -2.107 -0.1 0.0 0.0
C -5.366 0.425 -2.073 -0.1 0.0 -0.1
C -4.649 1.342 -1.325 0.0 0.1 0.1
C 0.818 -0.074 3.459 -0.1 -0.3 0.0
C 1.608 -0.444 4.534 -0.1 0.0 0.0
C 2.754 0.276 4.813 0.0 0.1 0.1
C 3.109 1.353 4.014 0.0 0.1 0.1
C 2.300 1.734 2.958 0.0 -0.1 0.1
C 1.149 1.017 2.679 -0.2 0.2 -0.2
H -1.245 -0.080 5.176 0.1 -0.1 0.0
H -2.641 -0.847 4.393 0.0 -0.1 0.0
H -1.324 1.576 3.126 0.0 0.1 0.0
H -2.483 1.826 4.422 0.1 -0.1 0.0
H -4.254 0.737 3.182 0.0 0.1 -0.1
H -3.124 0.133 1.981 -0.1 0.0 0.0
H -3.215 3.113 2.346 0.0 0.2 -0.1
H -4.583 2.365 1.501 0.0 0.1 -0.1
H -2.278 -0.731 -0.079 -0.1 0.0 0.1
H -3.540 -2.346 -1.410 0.0 -0.1 0.0
H -5.517 -1.612 -2.706 0.0 -0.1 -0.1
H -6.223 0.749 -2.646 -0.1 0.0 0.0
H -4.939 2.383 -1.304 -0.1 0.2 -0.1
H 1.330 -1.302 5.128 0.1 -0.2 0.1
H 3.385 -0.023 5.635 0.1 0.0 0.1
H 4.038 1.871 4.195 0.1 0.1 0.1
H 2.570 2.566 2.324 0.0 0.0 0.0
H 0.538 1.311 1.838 0.0 0.0 0.2
S 4.033 -0.996 1.982 0.1 -0.6 -0.7
Sb 3.542 -1.624 -0.215 -0.3 -0.2 0.6
S 1.073 -2.086 -0.115 -0.3 0.8 0.0
S 1.912 0.889 -0.930 -0.9 -0.6 0.4
S 4.150 -3.866 0.292 0.0 0.8 0.0
C -2.269 1.687 -4.500 0.5 0.0 0.5
P -0.933 1.787 -3.252 0.1 0.9 -0.8
C 0.648 1.674 -4.152 -0.6 0.0 0.4
C -0.981 3.480 -2.552 0.0 -0.7 -0.3
O -1.126 0.734 -2.223 -0.2 -0.4 0.6
H -2.161 2.438 -5.276 0.0 0.1 -0.1
H -3.226 1.799 -3.995 0.0 0.0 0.0
H -2.225 0.691 -4.936 0.0 -0.1 -0.1
H 0.707 2.423 -4.935 0.0 0.1 -0.1
H 0.736 0.674 -4.571 0.0 -0.1 -0.1
H 1.448 1.816 -3.427 0.0 0.0 0.0
H -0.692 4.220 -3.292 0.0 0.1 -0.1
H -0.284 3.497 -1.717 0.1 0.0 0.1
H -1.980 3.700 -2.178 0.0 0.0 -0.1

=====

# 6
55
Properties=species:S:1:pos:R:3:forces:R:3 method="wB97M-V/def2-TZVPD" gap_ev=7.61 e_lumo_ev=-0.179 smiles="CCOc1ccc(N(CC(=O)NC(C)(C)C)S(=O)(=O)c2c(C)noc2C)cc1" e_above_lowest_kj_mol=2001.06
C 6.076 -0.577 1.098 -3.9 0.4 -2.2
C 5.719 0.928 0.680 2.9 -4.0 -1.5
H 6.485 1.459 1.069 2.8 2.0 1.0
O 4.644 1.395 1.303 0.1 1.5 0.6
C 3.521 1.171 0.709 -5.5 -1.4 2.4
C 2.433 1.464 1.689 -1.1 -4.2 -9.9
C 1.166 1.194 1.419 3.2 -4.2 -8.8
C 0.899 0.356 -0.057 2.2 2.4 3.2
C 2.006 -0.056 -0.794 -4.6 0.0 0.2
C 3.214 0.344 -0.340 5.7 -1.2 -1.6
H 4.049 -0.243 -0.935 -1.2 1.8 1.3
H 1.880 -0.701 -1.704 0.2 0.8 0.9
N -0.416 0.205 -0.381 -0.3 -3.1 6.4
S -1.120 -1.307 0.654 3.8 6.9 5.5
O -2.330 -1.533 -0.023 -2.6 -1.2 -0.1
O -0.923 -0.885 2.152 -1.5 -1.8 -5.5
C 0.021 -2.412 0.344 3.6 -6.8 -3.1
C -0.051 -3.460 -0.627 -3.4 0.0 -4.2
O 0.857 -4.398 -0.745 0.4 2.8 3.3
N 1.762 -4.014 0.497 0.9 -2.4 -2.5
C 1.298 -2.933 0.883 -2.1 2.7 6.1
C 1.885 -2.391 2.315 -3.1 5.8 -7.0
H 2.350 -3.110 2.776 3.0 -3.7 2.4
H 1.056 -1.878 2.922 1.4 -0.7 -1.3
H 2.525 -1.648 1.582 -0.6 -0.9 3.3
C -1.193 -3.715 -1.788 4.6 10.6 3.2
H -1.260 -4.601 -1.868 -1.6 -12.1 -0.2
H -0.835 -3.479 -2.768 0.2 1.4 -0.4
H -1.962 -3.189 -1.344 -2.2 0.8 -0.3
C -0.993 0.252 -1.563 1.0 -1.9 -8.7
H -1.480 -0.814 -2.021 1.2 2.6 1.3
H -0.075 0.472 -2.421 -2.8 -0.3 2.1
C -2.017 1.336 -1.636 4.7 5.6 -5.1
O -1.737 2.471 -2.340 -1.7 -5.1 2.8
N -2.965 1.188 -0.825 -5.2 -5.2 2.6
H -3.134 0.063 -0.336 0.8 4.4 -2.1
C -4.080 2.079 -0.711 -0.9 1.1 8.9
C -5.077 1.370 0.721 -5.0 0.9 -11.0
H -4.471 1.079 1.383 4.7 -1.4 5.7
H -5.377 0.326 0.140 -0.3 2.5 1.7
H -5.925 2.148 0.874 1.6 -1.9 0.1
C -3.425 3.237 0.335 -7.1 3.9 -16.8
H -4.175 4.069 0.372 0.5 -0.8 0.5
H -2.862 3.220 1.029 7.1 -1.8 9.3
H -2.704 3.716 -0.682 -1.5 -0.8 3.3
C -4.970 2.523 -1.865 3.5 2.0 0.6
H -5.326 1.646 -2.232 -2.0 -2.5 -1.1
H -5.738 3.298 -1.598 1.0 -0.9 -0.4
H -4.187 2.784 -2.653 -1.3 0.7 0.7
H 0.335 1.293 1.904 -4.5 0.9 3.2
H 2.532 1.907 2.474 2.5 5.1 9.0
H 5.798 1.014 -0.426 -0.7 0.2 0.6
H 5.186 -1.242 0.495 2.7 1.3 2.3
H 7.029 -0.783 0.671 0.7 -0.5 -0.2
H 6.079 -0.636 2.196 -0.2 -0.4 -0.5